# 1
DFT (ωB97M-V/def2-TZVPD) results for an isolated ion of composition C8H18NO6 and charge +1 at a distorted geometry.

Computed properties:
**LUMO energy**: -3.0 eV
**SMILES string**: C=C(C)O[C@](O)(CO)[C@@H](O)[C@H](O)[C@H]([NH3+])O
**Multiplicity**: 1
**Total charge**: +1
**Energy**: -22353.2095 eV

Element x y z (Å)
C: -1.9676 -1.3252 -1.0872
C: -1.3070 -1.4831 0.1221
C: -2.1799 -1.7637 1.3398
O: 0.0125 -1.3286 0.5001
C: 1.1139 -0.8631 -0.1519
O: 0.8493 -0.5307 -1.4900
C: 2.2818 -1.9137 -0.1805
O: 2.0767 -2.7103 -1.3226
C: 1.4808 0.5841 0.4643
O: 2.7022 1.0629 -0.0206
C: 0.4730 1.6200 0.0029
O: 0.8786 2.9794 0.4328
C: -1.0053 1.4627 0.3910
N: -1.8015 2.6041 -0.3640
O: -1.1590 1.5385 1.6389
H: -2.9709 -1.7026 -1.0900
H: -1.4849 -1.2017 -2.0957
H: -2.2847 -0.7624 1.8350
H: -1.4987 -2.4175 1.9065
H: -3.1616 -2.2474 1.0849
H: 1.1766 -1.2946 -2.0804
H: 2.2324 -2.4426 0.8529
H: 3.2435 -1.4626 -0.3149
H: 2.9772 -3.2005 -1.3788
H: 1.6803 0.4559 1.6022
H: 2.8357 0.7208 -0.9108
H: 0.5935 1.5729 -1.1247
H: 1.7290 2.9873 0.8473
H: -1.3390 0.3869 0.0417
H: -1.0981 3.2617 -0.4567
H: -2.4885 2.8723 0.3335
H: -1.9765 2.2521 -1.3506
H: -0.6140 2.2888 2.0235

Cartesian forces (eV/Å) of the 6 atoms listed first:
C 2.780 -0.914 0.217
C -1.916 -0.300 -2.299
C 1.198 0.271 -0.316
O -1.904 -0.951 1.335
C 1.565 2.012 -2.063
O 0.569 -1.443 -1.481

***

# 2
DFT (ωB97M-V/def2-TZVPD) results for C8H18O11Sr as an isolated structure at a distorted geometry.

Computed properties:
**LUMO energy**: 4.5 eV
**Multiplicity**: 1
**Total charge**: -2
**Energy**: -31953.1033 eV

Element x y z (Å)
Sr: 0.1565 0.0418 -0.2834
C: -3.0453 2.8479 0.7287
C: -3.2835 1.7107 -0.2952
O: -4.4743 1.4978 -0.5900
O: -2.2496 1.1306 -0.7243
H: -3.8393 3.5960 0.6985
H: -2.1366 3.4066 0.4613
H: -2.8594 2.4544 1.7304
C: -1.6329 -3.5452 0.5732
C: -2.4452 -2.6270 -0.3428
O: -1.7954 -1.9139 -1.1605
O: -3.6839 -2.6578 -0.1948
H: -0.7627 -3.9580 0.0525
H: -2.2718 -4.3560 0.9183
H: -1.2092 -2.9325 1.3733
C: 3.2050 -1.4364 2.8481
C: 2.2267 -0.8064 1.8600
O: 2.3865 0.3918 1.5120
O: 1.3260 -1.5330 1.3810
H: 4.0430 -0.7596 3.0213
H: 3.5322 -2.4279 2.5412
H: 2.7369 -1.5855 3.8283
C: 2.4667 2.1505 -3.7493
C: 1.6003 1.4593 -2.6935
O: 0.3529 1.5075 -2.8064
O: 2.1521 0.9206 -1.6984
H: 2.2841 3.2277 -3.7778
H: 2.1677 1.8547 -4.7572
H: 3.4962 1.9171 -3.4772
O: -1.1378 -0.2551 2.0717
H: -0.7530 -0.1769 2.9501
H: -2.0906 -0.3524 2.2071
O: 0.4629 2.3687 0.9086
H: 0.7708 3.1580 0.4512
H: 1.1804 2.1326 1.5231
O: 0.9399 -1.8884 -2.0982
H: 1.7769 -2.3602 -2.1536
H: 0.4068 -2.2021 -2.8371

Cartesian forces (eV/Å) of the 6 atoms listed first:
Sr -1.207 -0.070 -1.122
C 0.771 0.702 -0.375
C -0.093 -0.055 -0.075
O 0.138 0.082 -0.041
O 0.149 0.095 0.452
H -0.337 -0.331 0.310

***

# 3
DFT (ωB97M-V/def2-TZVPD) results for a 2-piece molecular cluster, C8H18O2 overall at a distorted geometry.

Computed properties:
**LUMO energy**: 0.9 eV
**SMILES string**: C[C@@H]1O[C@@H]1O.CC(C)(C)C
**Multiplicity**: 1
**Total charge**: 0
**Energy**: -12679.8017 eV

Element x y z (Å)
C: -3.8749 -1.0846 -0.4805
C: -2.4923 -1.2506 0.0878
O: -2.2750 -0.8016 1.4349
C: -1.6019 -0.1236 0.4065
O: -1.9540 1.1977 0.1959
H: -4.2928 -0.1068 -0.2427
H: -4.5478 -1.8411 -0.0746
H: -3.8409 -1.1968 -1.5651
H: -2.0239 -2.2100 -0.1228
H: -0.3901 -0.2567 0.6306
H: -2.8311 1.3570 0.5655
C: 3.2274 0.0568 -0.2993
C: 1.7691 0.4427 -0.1903
C: 1.5793 1.8993 0.1829
C: 1.1713 -0.5244 1.2779
C: 0.9828 0.0558 -1.4055
H: 3.3375 -0.9936 -0.5664
H: 3.7486 0.2217 0.6439
H: 3.7252 0.6571 -1.0649
H: 1.9732 2.5412 -0.6095
H: 2.1169 2.1443 1.0983
H: 0.5251 2.1391 0.3069
H: 1.2419 -1.5561 0.9410
H: 2.0363 -0.3526 1.9115
H: 0.4549 -0.3042 2.0701
H: 1.2156 0.7006 -2.2517
H: 1.1173 -0.9848 -1.6919
H: -0.0975 0.1741 -1.1887

Cartesian forces (eV/Å) of the 6 atoms listed first:
C 0.154 0.069 0.078
C 0.271 -0.063 -0.253
O -0.667 -0.030 0.500
C 2.698 -0.451 1.146
O 0.096 0.103 -0.043
H 0.015 0.004 -0.053

***

# 4
DFT (ωB97M-V/def2-TZVPD) results for a 3-piece molecular cluster, C8H18O2 overall at a distorted geometry.

Computed properties:
**LUMO energy**: 0.6 eV
**SMILES string**: C=C/C(=C/C)CCC.O.O
**Multiplicity**: 1
**Total charge**: 0
**Energy**: -12681.3511 eV

Element x y z (Å)
C: -1.0800 2.4437 -0.7632
C: -1.5340 1.2029 -0.5761
C: -0.7650 -0.0533 -0.8822
C: 0.0173 -0.1262 -1.9624
C: 0.8122 -1.3628 -2.2753
C: -1.1349 -1.1062 0.1364
C: -0.4664 -0.8534 1.5072
C: -1.0975 -1.4514 2.7458
H: -0.1792 2.6782 -1.3249
H: -1.5854 3.3572 -0.4765
H: -2.3436 1.1509 0.1478
H: 0.0519 0.6533 -2.7112
H: 0.6731 -1.6982 -3.3131
H: 0.5985 -2.1655 -1.5942
H: 1.8847 -1.1992 -2.2751
H: -2.2064 -1.1679 0.3032
H: -0.8261 -2.0865 -0.2408
H: 0.5376 -1.2716 1.4060
H: -0.3811 0.2387 1.6374
H: -0.7832 -2.4796 2.8914
H: -0.8022 -0.8672 3.6134
H: -2.1973 -1.5509 2.7162
O: 3.1935 -0.1834 -0.9058
H: 2.5927 0.5654 -0.7932
H: 3.2694 -0.6244 -0.0455
O: 1.5728 2.9052 1.0359
H: 0.7247 2.9529 1.4545
H: 1.4538 2.0993 0.5443

Cartesian forces (eV/Å) of the 6 atoms listed first:
C 0.229 0.323 -0.893
C 1.143 0.707 0.840
C -1.747 1.436 0.148
C 0.250 -1.477 0.273
C 0.233 0.223 -1.187
C 0.934 -0.900 0.115

***

# 5
DFT (ωB97M-V/def2-TZVPD) results for an isolated ion of composition C8H18OP and charge +1 at a distorted geometry.

Computed properties:
**LUMO energy**: -2.5 eV
**Multiplicity**: 1
**Total charge**: +1
**Energy**: -19916.7802 eV

Element x y z (Å)
C: 2.4510 -0.5358 -0.2125
C: 2.9647 -0.7782 -1.5930
C: -1.3505 -1.7960 0.1456
C: -2.6085 0.3670 0.6575
C: -0.5366 0.7899 -1.8966
C: -0.1058 2.4684 0.6908
C: 2.8539 -1.1837 0.8752
C: -1.2363 -0.3341 0.6667
O: 1.5723 0.6589 -0.0999
P: -0.0536 0.8445 -0.0877
H: 2.3137 -0.2376 -2.3936
H: 4.0632 -0.6473 -1.7934
H: 2.6930 -1.7255 -1.8701
H: -1.8608 -2.3625 0.8606
H: -0.3497 -2.1929 -0.0816
H: -2.0376 -1.9646 -0.7013
H: -2.8346 0.8433 1.5777
H: -3.4964 -0.2407 0.5024
H: -2.7507 1.1277 -0.0946
H: -0.0948 1.6300 -2.3902
H: -1.6411 0.8864 -2.0620
H: -0.0178 -0.1032 -2.3143
H: 0.7601 2.9205 0.3223
H: -0.1448 2.3204 1.8504
H: -1.0007 2.9338 0.2812
H: 2.5302 -0.9962 1.8796
H: 3.6920 -1.8999 0.5263
H: -1.0441 -0.4969 1.7729

Cartesian forces (eV/Å) of the 6 atoms listed first:
C -0.360 1.210 0.700
C -0.672 2.739 -1.714
C 0.880 1.031 -1.862
C -0.583 0.433 -0.511
C -0.101 -0.033 1.111
C -1.980 -1.981 1.652

***

# 6
DFT (ωB97M-V/def2-TZVPD) results for a 2-piece molecular cluster, C8H19BF overall at a distorted geometry.

Computed properties:
**LUMO energy**: 2.9 eV
**Multiplicity**: 1
**Total charge**: -1
**Energy**: -11997.7863 eV

Element x y z (Å)
C: -1.6368 1.7271 1.9716
C: -1.8352 2.3980 0.5973
C: -0.9217 1.8767 -0.5274
C: -0.3370 0.4695 -0.2976
B: 0.4199 -0.1602 -1.5166
C: 1.4438 -1.3606 -1.2593
C: 2.7173 -0.8097 -0.5687
C: 0.8035 -2.5858 -0.5697
C: 0.6471 -2.5257 0.9458
H: -2.0410 2.3728 2.7537
H: -0.5940 1.5452 2.2397
H: -2.1884 0.7895 2.0459
H: -2.8554 2.2270 0.2723
H: -1.6687 3.4621 0.7291
H: -1.5030 1.8240 -1.4450
H: -0.0891 2.5602 -0.7162
H: 0.3246 0.4113 0.5686
H: -1.1673 -0.2186 -0.0793
H: 0.2549 0.2328 -2.6345
H: 1.7558 -1.7088 -2.2468
H: 3.6038 -1.1795 -1.0801
H: 2.7330 0.2782 -0.6551
H: 2.7821 -1.0541 0.4868
H: 1.4422 -3.4488 -0.7848
H: -0.1618 -2.8169 -1.0212
H: 0.1479 -3.4362 1.2795
H: 1.6035 -2.4711 1.4603
H: 0.0375 -1.6932 1.2892
F: -3.7176 3.2947 -1.2376

Cartesian forces (eV/Å) of the 6 atoms listed first:
C -0.035 0.292 0.015
C 0.531 -0.743 0.512
C 0.153 -0.472 0.209
C 0.126 0.285 -0.664
B -0.007 -0.329 0.813
C -0.349 0.150 -0.473